One molecule with the formula CH4NOP in a non-equilibrium geometry, computed with wB97M-V/def2-TZVPD.

Summary:
Lowest unoccupied orbital energy: 0.823 eV
Maximum force: 0.1145 Eh/bohr
Structure (SMILES): NC(=O)P
Relative energy (zero: lowest compared OMol25 entry of this formula, charge and spin): 106.7 kJ/mol
Kohn-Sham gap: 10.26 eV

Each line ends with the natural charge from an NBO analysis.
Geometry (Å):
N  1.177  0.590  0.268  -0.824
C  0.318  -0.322  -0.213  0.439
O  0.720  -1.406  -0.752  -0.626
P  -1.481  0.232  -0.251  0.171
H  2.146  0.360  0.107  0.413
H  0.753  1.462  0.050  0.391
H  -2.199  -1.036  -0.382  0.031
H  -1.434  0.121  1.171  0.006

Forces on the atoms, in the same order (eV/Å):
-0.66 -0.29 0.35
0.83 -4.87 -3.20
-1.38 3.03 2.02
-0.17 -0.80 0.87
0.05 0.46 -0.16
0.86 1.42 0.36
0.93 0.72 -0.06
-0.47 0.32 -0.18